{
  "formula": "C5H7OP",
  "method": "ωB97M-V/def2-TZVPD",
  "symbols": ["C", "C", "C", "C", "C", "O", "P", "H", "H", "H", "H", "H", "H", "H"],
  "xyz": [[0.4530, -1.2776, -0.2579], [-0.9007, -0.7363, -0.7821], [-0.3170, 1.8115, 0.1273], [1.1773, -0.3577, 0.6012], [0.6630, 1.0214, 0.8297], [0.3464, 0.0571, 1.6709], [-0.5985, 0.9775, -1.5099], [0.2718, -2.2003, 0.3558], [1.0904, -1.4889, -1.1075], [-1.3752, -1.2068, -1.7717], [-1.7058, -0.6075, 0.1051], [-1.2879, 1.7675, 0.8239], [0.0035, 2.8842, 0.0752], [2.1796, -0.6440, 0.8402]],
  "atomic_forces_ev_per_a": [[-1.42, -1.90, -0.88], [-2.08, 1.06, -0.47], [-2.60, 1.65, 0.91], [0.01, 1.52, -0.17], [2.10, -0.58, -0.56], [-0.98, -0.68, 2.56], [-0.08, 0.04, 0.71], [0.27, 0.38, -0.75], [0.09, -0.47, -0.24], [1.07, 0.11, 2.63], [1.70, -0.63, -2.20], [1.81, 0.26, -1.58], [-0.42, -0.88, -0.30], [0.53, 0.11, 0.34]],
  "gap_ev": [8.4, 6.7],
  "e_tot_ha": -611.13413,
  "de_lowest_kcal_mol": 95.6,
  "mol_weight_g_mol": 114.084,
  "largest_force_ev_per_a": 3.21,
  "lumo_ha": [0.01477, -0.02823],
  "homo_energy_ha": [-0.29569, -0.27557]
}